Entry from OMol25: C25H45BBrCoF4NO8P2S3 as an isolated structure (ωB97M-V/def2-TZVPD).

XYZ file:
```
91
Properties=species:S:1:pos:R:3:forces:R:3:lowdin_spin:R:1
Co 0.072 0.301 0.083 -0.4 0.0 0.8 0.9760
C -2.354 -1.767 -1.507 0.0 0.0 0.0 0.0001
C -3.172 -0.853 -0.601 0.0 -0.1 0.0 0.0012
S -2.262 0.113 0.655 0.3 0.0 0.0 -0.0075
C -2.899 1.761 0.251 0.0 0.0 0.0 0.0002
C -2.664 2.282 -1.167 0.0 0.0 0.0 0.0009
S -0.944 2.227 -1.741 0.1 0.0 -0.1 0.0232
C -1.126 1.525 -3.394 0.0 0.1 0.0 0.0025
C -1.747 0.134 -3.463 0.0 0.0 0.0 0.0008
S -0.941 -1.022 -2.331 0.1 -0.1 -0.2 0.0054
H -3.016 -2.214 -2.252 0.0 0.0 0.0 0.0001
H -1.916 -2.576 -0.928 0.0 0.0 0.0 0.0000
H -3.893 -1.462 -0.052 0.0 0.0 0.0 -0.0002
H -3.747 -0.144 -1.194 0.0 0.0 0.0 0.0001
H -2.452 2.403 1.004 0.0 0.0 -0.1 0.0000
H -3.974 1.743 0.443 0.0 0.0 0.0 -0.0001
H -3.002 3.320 -1.188 0.0 0.0 0.0 0.0004
H -3.274 1.741 -1.889 0.0 0.0 0.0 0.0000
H -0.098 1.492 -3.763 0.0 0.0 0.0 0.0001
H -1.682 2.212 -4.034 0.0 0.0 0.0 0.0010
H -1.650 -0.246 -4.480 0.0 0.0 0.0 0.0002
H -2.812 0.165 -3.231 0.0 0.0 0.0 0.0000
C 0.786 -4.345 -2.823 0.0 0.0 0.0 0.0000
C 1.762 -3.627 -1.921 0.0 0.0 0.0 0.0000
C 3.200 -4.013 -2.163 0.0 0.0 0.0 0.0000
O 1.417 -4.010 -0.539 0.1 0.0 0.0 -0.0006
P 1.107 -2.929 0.548 -0.1 0.1 0.1 -0.0009
O 0.126 -1.885 0.139 0.0 0.1 -0.2 -0.0072
C 2.654 -2.203 1.093 0.2 -0.1 0.0 -0.0001
P 2.358 -0.947 2.345 -0.2 0.0 -0.1 0.0024
O 1.282 -0.044 1.888 0.1 -0.1 0.1 0.0131
O 1.950 -1.766 3.625 -0.1 0.1 0.2 0.0004
C 2.673 -2.077 4.850 -0.1 0.0 -0.1 0.0000
C 3.888 -2.930 4.551 0.0 0.0 0.0 0.0000
C 2.976 -0.832 5.657 0.0 0.0 0.0 0.0000
O 3.730 -0.291 2.721 0.1 0.0 -0.1 0.0013
C 4.203 1.083 2.440 -0.1 -0.1 0.1 0.0000
C 4.096 1.421 0.977 -0.1 0.0 -0.1 0.0000
C 3.457 2.053 3.330 0.0 0.0 0.0 0.0001
O 0.620 -3.826 1.744 -0.1 0.0 0.0 -0.0002
C -0.605 -3.538 2.486 0.0 0.0 0.0 0.0000
C -0.397 -4.085 3.878 0.0 0.0 0.1 0.0000
C -1.772 -4.183 1.770 0.0 0.0 0.0 0.0000
H 0.951 -4.028 -3.854 0.0 0.0 0.0 0.0000
H -0.241 -4.097 -2.556 0.0 0.0 0.0 0.0000
H 0.923 -5.425 -2.756 0.0 0.0 0.0 0.0000
H 1.633 -2.551 -2.030 0.0 0.1 0.1 0.0000
H 3.320 -5.095 -2.085 0.0 0.0 0.0 0.0000
H 3.867 -3.525 -1.454 0.0 0.0 0.0 0.0000
H 3.494 -3.690 -3.161 0.0 0.0 0.0 0.0000
H 3.126 -1.726 0.228 0.0 0.0 0.0 0.0000
H 3.297 -2.991 1.489 0.0 0.0 -0.1 0.0000
H 1.944 -2.675 5.399 0.0 0.0 0.0 0.0000
H 4.621 -2.373 3.968 0.0 0.0 0.0 0.0000
H 3.604 -3.831 4.006 0.0 0.0 0.0 0.0000
H 4.357 -3.234 5.488 0.0 0.0 0.0 0.0000
H 3.804 -0.273 5.229 0.0 0.0 0.0 0.0000
H 3.247 -1.127 6.672 0.0 0.0 0.0 0.0000
H 2.099 -0.187 5.709 0.0 0.0 0.0 0.0000
H 5.249 1.018 2.737 0.0 0.0 0.0 0.0000
H 3.056 1.516 0.668 0.0 0.0 0.0 0.0000
H 4.588 0.678 0.351 0.0 0.0 0.0 0.0000
H 4.581 2.382 0.802 0.0 0.0 0.0 0.0000
H 2.398 2.051 3.075 0.0 0.0 0.0 0.0000
H 3.845 3.060 3.170 0.0 0.0 0.0 0.0000
H 3.570 1.804 4.384 0.0 0.0 0.0 0.0000
H -0.729 -2.454 2.519 0.0 0.0 0.0 0.0000
H -0.275 -5.169 3.846 0.0 0.0 0.0 0.0000
H -1.262 -3.849 4.498 0.0 0.0 0.0 0.0000
H 0.487 -3.643 4.331 -0.1 0.0 0.0 0.0000
H -1.655 -5.268 1.756 0.0 0.0 0.0 0.0000
H -1.844 -3.831 0.743 0.0 0.0 0.0 0.0000
H -2.702 -3.938 2.285 0.0 0.0 0.0 0.0000
Br 2.452 7.000 0.916 0.0 0.0 0.0 0.0000
C 1.544 5.779 2.038 0.0 0.0 0.0 0.0000
C 1.398 6.068 3.386 0.0 0.0 0.0 0.0000
N 0.770 5.252 4.229 0.0 0.0 -0.1 -0.0002
C 0.260 4.126 3.734 0.0 0.0 0.0 -0.0002
C 0.371 3.754 2.401 -0.1 0.1 -0.1 -0.0014
C 1.039 4.599 1.527 0.1 0.0 0.0 -0.0001
C -0.217 2.449 1.931 0.3 -0.3 0.2 -0.0017
O -1.040 1.865 2.626 0.0 0.0 0.0 0.0001
O 0.238 2.066 0.791 0.0 0.0 -0.4 -0.0186
H 1.801 6.987 3.795 0.0 0.0 0.0 0.0000
H -0.262 3.474 4.423 0.0 0.0 0.0 0.0000
H 1.164 4.324 0.488 0.0 0.0 0.0 0.0000
F 1.742 0.376 -1.129 0.2 0.1 0.3 0.0075
B 2.776 0.112 -2.145 -0.1 0.0 -0.1 0.0010
F 2.106 -0.304 -3.290 0.0 0.0 0.0 0.0003
F 3.585 -0.920 -1.647 0.0 0.0 0.1 0.0001
F 3.486 1.271 -2.330 0.0 0.1 0.0 0.0004
```
Positions in Å, forces in eV/Å.

As for the spin multiplicity: 2. Its expectation value of S² is 0.82. As for the LUMO energy (spin up / spin down): -0.02 / 0.24 eV. The calculation puts the highest occupied orbital energy (spin up / spin down) at -8.39 / -8.37 eV.